[1]
DFT (the ωB97M-V functional and the def2-TZVPD basis) results for a structure of composition C45H55AsF3NP2Sn.

The geometry in XYZ format:
```
108
Properties=species:S:1:pos:R:3:forces:R:3:lowdin_charge:R:1
Sn 0.0823 -0.8513 -0.8533 0.040 -0.013 -0.018 0.95
C -3.6587 2.4182 -0.3721 0.012 0.002 0.013 -0.09
C -2.7207 1.4703 -1.1196 -0.038 -0.003 0.004 -0.52
C -1.3753 2.1492 -1.3850 0.018 0.002 0.003 -0.15
P -2.4377 -0.1563 -0.2878 0.014 0.010 0.007 0.98
C -3.8738 -1.2711 -0.6298 0.019 -0.006 -0.009 -0.51
C -5.2248 -0.5807 -0.8131 -0.001 0.010 -0.002 -0.09
C -3.9620 -2.3929 0.4009 -0.020 0.008 0.002 -0.10
C -2.2666 0.1812 1.4850 0.014 -0.027 -0.001 -0.27
C -3.3518 0.5381 2.2621 0.004 -0.007 -0.008 -0.03
C -3.2287 0.8715 3.6158 -0.006 0.013 0.008 -0.23
C -4.4199 1.2618 4.4303 -0.004 -0.014 0.002 -0.02
C -1.9445 0.8695 4.1767 0.008 0.003 -0.002 0.00
C -0.8444 0.5069 3.4430 0.002 -0.025 -0.054 0.01
C -0.9691 0.1019 2.0851 0.073 0.016 -0.025 -0.29
N 0.1013 -0.3004 1.3545 0.026 -0.038 0.080 -0.08
C 1.3208 -0.6722 1.9646 -0.022 0.046 0.017 -0.34
C 1.3452 -1.4913 3.1017 -0.007 0.041 0.009 -0.03
C 2.5504 -1.8991 3.6355 -0.001 0.001 -0.003 -0.01
C 3.7643 -1.5200 3.0580 0.009 -0.013 0.011 -0.25
C 5.0688 -1.9882 3.6333 0.003 0.004 -0.004 -0.02
C 3.7267 -0.7124 1.9251 -0.008 0.001 -0.010 -0.03
C 2.5315 -0.2757 1.3649 -0.043 0.016 0.027 -0.32
P 2.4207 0.9251 -0.0106 -0.035 -0.030 -0.023 1.01
C 3.9355 0.5857 -1.0042 0.006 -0.005 0.006 -0.56
C 4.1274 1.6619 -2.0736 0.007 0.025 0.007 -0.11
C 3.8447 -0.8037 -1.6372 0.007 0.013 -0.011 -0.12
C 2.7318 2.5577 0.8241 0.003 -0.017 0.016 -0.52
C 2.1193 3.6860 -0.0071 0.008 0.014 -0.023 -0.11
C 2.1848 2.5837 2.2502 0.004 0.021 -0.017 -0.10
H -3.8121 3.3125 -0.9772 -0.005 -0.004 -0.007 0.10
H -3.2195 2.7316 0.5756 -0.019 -0.007 -0.040 0.06
H -4.6364 1.9845 -0.1742 -0.014 -0.011 0.005 0.07
H -3.1744 1.1892 -2.0766 0.015 0.021 -0.003 0.12
H -0.8031 2.2710 -0.4608 -0.005 -0.006 -0.004 0.04
H -1.5381 3.1452 -1.7984 0.003 0.003 0.005 0.10
H -0.7650 1.6001 -2.1061 0.002 0.005 0.002 0.04
H -3.5863 -1.7150 -1.5907 -0.005 -0.002 0.004 0.11
H -5.5992 -0.1593 0.1203 0.003 0.004 0.003 0.07
H -5.9485 -1.3285 -1.1400 -0.001 0.003 0.000 0.10
H -5.2036 0.2030 -1.5682 -0.003 0.006 0.001 0.07
H -4.2426 -2.0107 1.3837 -0.006 0.002 -0.002 0.08
H -3.0278 -2.9415 0.4966 0.023 -0.011 0.006 0.03
H -4.7258 -3.1054 0.0879 0.003 -0.004 -0.002 0.10
H -4.3359 0.5865 1.8132 0.002 -0.002 -0.003 0.11
H -5.2866 1.4675 3.8053 -0.001 0.000 0.001 0.09
H -4.2052 2.1446 5.0327 0.000 0.002 -0.002 0.10
H -4.6848 0.4581 5.1218 0.001 0.001 0.001 0.10
H -1.8155 1.1858 5.2047 0.002 0.001 -0.001 0.14
H 0.1380 0.5643 3.8875 0.029 -0.014 0.011 0.12
H 0.4187 -1.8336 3.5417 0.001 0.010 0.002 0.11
H 2.5516 -2.5359 4.5119 -0.001 -0.003 0.001 0.13
H 5.0092 -2.0905 4.7157 0.001 0.003 0.001 0.09
H 5.8787 -1.3012 3.3940 0.000 -0.002 -0.003 0.09
H 5.3348 -2.9674 3.2279 -0.003 0.000 0.007 0.09
H 4.6671 -0.3965 1.4888 -0.016 -0.005 0.001 0.12
H 4.7950 0.6230 -0.3276 -0.004 0.001 -0.004 0.10
H 3.2515 1.7366 -2.7229 0.002 0.001 0.001 0.08
H 4.9815 1.4036 -2.7004 0.000 0.001 -0.001 0.09
H 4.3230 2.6440 -1.6427 0.001 -0.026 -0.014 0.07
H 3.0552 -0.8318 -2.3922 -0.012 0.000 -0.001 0.06
H 3.6518 -1.5928 -0.9072 -0.007 -0.006 0.015 0.05
H 4.7825 -1.0419 -2.1413 0.000 -0.002 -0.002 0.09
H 3.8203 2.6746 0.8552 0.003 -0.001 0.005 0.12
H 1.0296 3.6238 0.0142 -0.003 0.006 0.001 0.05
H 2.4368 3.6653 -1.0499 -0.019 0.002 0.033 0.06
H 2.4060 4.6521 0.4104 0.003 0.004 -0.002 0.09
H 1.1229 2.3255 2.2663 0.002 0.010 -0.006 0.05
H 2.2809 3.5908 2.6589 0.002 0.002 0.000 0.09
H 2.7169 1.9007 2.9112 0.005 -0.010 0.009 0.08
F -0.7417 3.9807 3.8627 0.005 -0.001 0.011 0.15
C -1.4970 4.2036 2.8121 0.026 0.028 0.008 -0.37
F -2.7682 3.9882 3.0749 -0.036 0.004 0.012 0.15
F -1.1030 3.4612 1.7825 -0.014 -0.003 -0.001 0.11
C -3.1659 -5.5746 -2.8792 -0.003 0.004 0.001 -0.06
C -3.0769 -6.0355 -1.5729 -0.002 -0.003 0.000 -0.05
C -2.1826 -5.4532 -0.6849 0.013 -0.001 0.004 -0.09
C -1.3727 -4.4059 -1.1097 -0.007 -0.021 0.014 -0.41
C -1.4637 -3.9421 -2.4218 -0.013 -0.001 -0.002 -0.15
C -2.3573 -4.5295 -3.3061 0.009 0.003 0.002 -0.07
As -0.1646 -3.5128 0.0992 -0.044 -0.014 -0.035 1.23
C -0.5442 -4.2196 1.8510 0.009 0.007 0.005 -0.39
C 0.0199 -5.4279 2.2497 0.014 0.009 0.008 -0.09
C -0.2689 -5.9387 3.5077 0.000 0.001 0.001 -0.05
C -1.1151 -5.2473 4.3641 0.001 -0.004 0.003 -0.05
C -1.6764 -4.0408 3.9670 0.002 0.004 -0.005 -0.06
C -1.3895 -3.5252 2.7115 -0.027 -0.029 -0.012 -0.14
C 1.5901 -4.1922 -0.3278 -0.004 -0.001 -0.002 -0.39
C 2.6279 -3.9197 0.5608 -0.004 0.005 0.009 -0.12
C 3.9200 -4.3141 0.2511 0.008 0.001 0.000 -0.07
C 4.1801 -4.9664 -0.9477 -0.001 -0.003 -0.002 -0.06
C 3.1459 -5.2329 -1.8329 -0.003 0.001 0.008 -0.05
C 1.8465 -4.8475 -1.5260 0.007 -0.007 0.002 -0.08
H -3.8610 -6.0351 -3.5682 0.000 0.001 0.000 0.12
H -3.7018 -6.8550 -1.2437 -0.001 0.000 -0.001 0.12
H -2.1207 -5.8169 0.3335 -0.002 0.001 -0.001 0.10
H -0.8211 -3.1406 -2.7740 0.001 0.010 0.003 0.07
H -2.4164 -4.1776 -4.3276 -0.001 -0.003 -0.001 0.11
H 0.6845 -5.9690 1.5870 -0.003 0.000 0.001 0.11
H 0.1657 -6.8797 3.8172 -0.001 0.000 0.000 0.12
H -1.3387 -5.6509 5.3426 0.000 0.000 0.000 0.12
H -2.3377 -3.5038 4.6348 0.000 0.000 0.000 0.11
H -1.8250 -2.5796 2.4083 -0.007 0.011 -0.005 0.08
H 2.4273 -3.4166 1.5008 0.009 -0.016 -0.034 0.08
H 4.7267 -4.1161 0.9459 -0.006 0.000 -0.004 0.10
H 5.1889 -5.2748 -1.1877 0.000 0.000 -0.002 0.12
H 3.3462 -5.7508 -2.7612 0.000 -0.001 0.000 0.12
H 1.0424 -5.0749 -2.2145 0.000 -0.001 -0.005 0.10
```
Forces are in eV/Å.

Output
highest occupied orbital energy (alpha / beta)	-12.77 / -12.73	eV
Kohn-Sham gap (alpha / beta)	7.74 / 5.09	eV
2S+1	1
total charge	+2
energy above the lowest of the compared OMol25 structures with the same formula, charge and spin	104.2	kJ/mol
LUMO (alpha / beta)	-5.04 / -7.64	eV


[2]
DFT (the ωB97M-V functional and the def2-TZVPD basis) results for a structure of composition C45H56BGaNO8.

The geometry in XYZ format:
```
112
Properties=species:S:1:pos:R:3:forces:R:3:lowdin_charge:R:1
C -6.3537 -3.5529 2.7714 0.038 -0.060 -0.072 -0.08
C -6.2307 -4.3861 4.0526 0.036 -0.078 -0.068 -0.30
O -6.0227 -3.5953 5.1942 0.013 -0.023 0.152 -0.17
C -4.6665 -3.1809 5.3440 0.055 0.033 -0.138 -0.22
C -4.5411 -2.2680 6.5618 -0.020 0.054 0.177 -0.34
O -3.4240 -1.4495 6.5188 0.037 -0.106 -0.211 -0.26
Ga -1.6914 -2.2358 6.5974 0.299 0.111 0.206 0.42
N -1.2066 -2.9269 4.8311 -0.057 -0.123 -0.034 -0.07
C -0.4666 -0.6979 7.1185 -0.050 0.060 -0.195 -0.25
C 0.0175 0.2371 5.9944 0.103 0.031 0.045 -0.30
C 1.1454 -0.3793 5.1316 -0.008 0.024 -0.048 -0.23
C 0.8879 -0.3698 3.6224 0.019 0.193 0.018 -0.23
C 1.8017 -1.3112 2.8341 0.009 0.029 0.086 -0.21
C 1.2896 -1.6080 1.4129 -0.035 -0.034 -0.044 -0.22
C 0.7393 -3.0270 1.2722 0.053 -0.061 0.068 -0.22
C 0.2559 -3.3736 -0.1372 -0.092 -0.016 0.099 -0.19
C -1.0585 -2.6635 -0.5106 -0.033 0.078 -0.072 -0.17
C -2.2619 -3.5875 -0.6480 -0.158 0.017 0.102 -0.23
O -2.0261 -4.6407 -1.5738 0.219 0.085 -0.050 -0.20
C -1.9770 -5.9370 -1.0241 -0.129 -0.084 0.004 -0.13
B -1.5826 -3.8193 8.0382 -0.104 -0.105 0.023 -0.45
O -2.0290 -3.6056 9.3321 0.115 -0.012 0.077 0.05
C -0.8805 -5.2378 7.8014 -0.031 -0.020 0.007 -0.23
C 0.5245 -5.2640 8.4481 0.061 -0.037 -0.032 -0.13
H -5.3964 -3.4401 2.2591 -0.021 0.063 0.056 0.06
H -6.7245 -2.5567 3.0243 -0.027 -0.088 -0.010 0.08
H -7.0532 -4.0128 2.0665 0.073 0.008 0.055 0.06
H -7.1522 -4.9510 4.2278 0.040 0.107 -0.002 0.11
H -5.4095 -5.1150 3.9567 -0.144 0.008 -0.034 0.11
H -4.0333 -4.0774 5.4394 0.037 0.140 -0.032 0.12
H -4.3284 -2.6149 4.4628 -0.065 -0.057 0.075 0.12
H -4.5464 -2.8914 7.4757 -0.105 -0.010 -0.082 0.11
H -5.4620 -1.6601 6.5834 0.085 -0.019 0.023 0.11
H -1.8545 -2.6341 4.1047 0.019 0.050 0.007 -0.04
H -1.2486 -3.9436 4.8292 -0.025 0.055 -0.038 -0.05
H -1.0283 -0.1212 7.8661 0.075 -0.050 -0.025 0.04
H 0.4133 -1.1130 7.6340 -0.076 0.095 0.020 0.04
H 0.3926 1.1824 6.4183 -0.088 -0.049 -0.066 0.08
H -0.8284 0.5158 5.3517 0.078 -0.058 0.024 0.09
H 1.3061 -1.4181 5.4378 -0.105 0.045 0.012 0.09
H 2.0818 0.1616 5.3308 -0.014 -0.159 -0.005 0.10
H -0.1571 -0.6436 3.4408 0.075 -0.105 0.050 0.10
H 1.0245 0.6493 3.2298 -0.172 -0.089 0.014 0.11
H 2.8110 -0.8829 2.7861 -0.076 -0.064 0.057 0.11
H 1.8800 -2.2501 3.3958 0.014 0.045 -0.085 0.10
H 0.5049 -0.8801 1.1729 0.111 -0.020 -0.086 0.09
H 2.0844 -1.4739 0.6651 -0.056 0.033 0.085 0.11
H 1.5210 -3.7331 1.5794 -0.035 0.048 -0.069 0.11
H -0.0781 -3.1658 1.9893 0.010 0.006 0.030 0.11
H 1.0384 -3.1313 -0.8673 -0.046 0.018 0.088 0.11
H 0.1118 -4.4559 -0.2123 0.033 0.082 -0.037 0.09
H -1.3097 -1.9234 0.2605 0.020 -0.022 -0.110 0.12
H -0.9556 -2.1055 -1.4470 0.001 -0.083 0.038 0.08
H -3.1220 -3.0139 -1.0137 0.051 -0.038 0.066 0.12
H -2.5454 -4.0026 0.3269 0.083 0.004 -0.018 0.12
H -2.9694 -6.4078 -1.0517 0.084 -0.002 0.051 0.08
H -1.6245 -5.9330 0.0132 -0.004 0.004 -0.078 0.08
H -1.2861 -6.5371 -1.6225 -0.077 0.052 0.028 0.09
H -1.8182 -4.3437 9.9231 -0.112 0.037 -0.097 0.08
H -0.7984 -5.4639 6.7340 -0.001 0.026 0.082 0.07
H -1.5103 -6.0262 8.2470 0.100 -0.004 -0.092 0.09
H 1.2162 -5.9073 7.8963 -0.055 0.015 0.071 0.06
H 0.9735 -4.2654 8.4822 -0.026 -0.072 -0.046 0.07
H 0.4931 -5.6397 9.4758 -0.021 0.105 -0.046 0.06
C 0.0349 0.6210 -4.5516 0.004 0.011 -0.002 -0.06
C 0.1742 -0.1662 -3.4128 0.002 -0.004 0.015 -0.05
C 0.3480 0.4261 -2.1732 -0.003 -0.041 -0.039 0.01
C 0.3870 1.8113 -2.0704 0.005 0.020 0.039 -0.07
C 0.2544 2.6020 -3.2122 0.020 0.024 -0.008 -0.08
C 0.0753 2.0014 -4.4536 0.002 -0.038 -0.013 0.00
C 0.3164 4.0885 -3.1327 0.017 -0.067 0.003 -0.27
O 0.1793 4.7735 -4.1261 -0.026 0.072 0.029 0.09
C 0.5605 4.7016 -1.7955 -0.012 -0.010 -0.028 -0.08
C 0.6706 6.0838 -1.6961 0.003 0.034 0.031 -0.01
C 0.8858 6.6729 -0.4621 -0.005 -0.002 -0.018 -0.06
C 0.9867 5.8856 0.6802 0.001 -0.018 0.006 -0.06
C 0.8798 4.5083 0.5882 0.005 0.040 0.016 0.01
C 0.6713 3.9127 -0.6499 -0.009 -0.029 -0.001 -0.08
C 0.5720 2.4244 -0.7228 0.001 0.016 -0.070 -0.27
O 0.6460 1.7410 0.2716 0.013 -0.001 0.063 0.12
H -0.1034 0.1535 -5.5180 0.004 -0.003 0.003 0.11
H 0.1456 -1.2456 -3.4934 -0.008 0.002 0.000 0.11
H 0.4556 -0.1679 -1.2746 0.004 0.015 0.012 0.10
H -0.0252 2.6306 -5.3282 0.007 0.014 0.009 0.11
H 0.5847 6.6789 -2.5951 -0.005 -0.015 -0.008 0.11
H 0.9737 7.7490 -0.3864 -0.002 -0.002 0.004 0.10
H 1.1489 6.3488 1.6447 0.001 0.001 -0.003 0.11
H 0.9542 3.8762 1.4630 -0.002 -0.013 -0.011 0.12
C -0.0283 5.5170 -7.4670 0.000 -0.014 -0.011 -0.06
C 0.6919 6.4027 -6.6743 0.025 -0.002 -0.008 -0.07
C 2.0735 6.4282 -6.7408 -0.044 0.014 0.007 0.00
C 2.7441 5.5605 -7.5948 0.030 0.001 -0.007 -0.08
C 2.0214 4.6631 -8.3837 0.011 -0.024 -0.005 -0.09
C 0.6326 4.6503 -8.3200 -0.036 0.016 0.028 0.00
C 2.7089 3.7012 -9.2895 0.030 0.032 0.026 -0.28
O 2.0851 2.9307 -9.9879 -0.013 -0.009 -0.007 0.10
C 4.2022 3.7147 -9.3037 -0.030 0.006 -0.005 -0.08
C 4.8743 2.8005 -10.1065 0.042 -0.014 -0.016 0.00
C 6.2581 2.7975 -10.1413 -0.018 -0.003 -0.003 -0.06
C 6.9777 3.7106 -9.3779 -0.004 0.013 0.011 -0.06
C 6.3132 4.6230 -8.5766 0.037 -0.019 -0.017 0.00
C 4.9241 4.6266 -8.5336 -0.013 0.011 0.023 -0.08
C 4.2324 5.6116 -7.6490 -0.018 -0.038 -0.023 -0.28
O 4.8632 6.4189 -7.0009 0.005 0.011 0.008 0.11
H -1.1084 5.4952 -7.4061 0.002 -0.001 0.007 0.11
H 0.1721 7.0579 -5.9892 -0.003 -0.004 0.000 0.11
H 2.6524 7.1058 -6.1285 0.014 -0.002 -0.013 0.12
H 0.0903 3.9490 -8.9396 0.016 -0.007 -0.004 0.12
H 4.2952 2.1008 -10.6936 -0.015 0.010 0.005 0.12
H 6.7799 2.0819 -10.7633 0.002 0.004 -0.001 0.11
H 8.0595 3.7073 -9.4079 -0.001 -0.004 0.000 0.11
H 6.8530 5.3399 -7.9730 -0.016 0.004 0.008 0.12
```
Forces are in eV/Å.

Output
highest occupied orbital energy	-4.04	eV
Kohn-Sham gap	4.10	eV
2S+1	1
total charge	-1
LUMO	0.06	eV


Q: Which value of total charge does entry 1 give?
A: +2